1.
Computed, not measured: C39H31BrCl3F4NOPPb as an isolated structure, with ωB97M-V with the def2-TZVPD basis set.

- Frontier orbital gap: 7.79 eV
- Charge: +1
- HOMO level: -10.311 eV
- Lowest unoccupied orbital energy: -2.518 eV

Cartesian coordinates (Å):
Pb 1.389763 -0.023300 0.192902
Br 1.222538 2.477320 2.266117
Cl 1.556168 -0.624915 -2.620397
Cl 1.561762 2.728913 -6.850978
Cl 1.287709 4.697136 -1.836868
P -1.295589 1.092298 0.347315
F -3.713656 2.880984 0.475615
F -2.020224 6.339536 3.063773
F 0.326316 5.077493 3.299044
F -4.036856 5.224514 1.657368
O 1.301642 1.881722 -1.044248
N -0.085169 -2.257846 -0.051247
C -3.855766 -0.074639 0.890989
C 3.800068 -2.355700 0.707903
C -2.465703 -5.849220 -0.044790
C -1.616770 -4.609426 -0.052923
C -2.676462 3.387265 1.138699
C 2.839180 -1.029036 4.153704
C -2.060260 -0.485839 2.440110
C -1.916560 1.408723 -1.327991
C 1.500495 1.009065 -3.270122
C -2.524207 0.100797 1.260304
C -4.233619 -1.414321 2.858863
C 4.019188 0.005433 2.175206
C 1.413611 2.051901 -2.335563
C 4.440186 -1.241116 0.169585
C 1.460247 3.550210 -4.272667
C -4.702130 -0.837324 1.686428
C -2.911749 -1.228257 3.243610
C -2.873027 4.605536 1.752243
C 5.365473 1.101722 0.342806
C -1.465069 2.707064 1.201684
C -1.908448 2.800120 -3.296866
C 1.522574 2.465811 -5.137583
C -2.539813 1.795539 -4.018341
C -1.845560 5.176183 2.471459
C 1.549707 1.178583 -4.641170
C -1.591042 2.607093 -1.960688
C 3.695345 -3.643170 -0.069204
C 4.577914 -0.058670 0.899639
C -0.639651 4.514594 2.581175
C -1.570437 -3.770319 -1.163430
C -2.540919 0.397078 -2.059944
C -0.452020 3.296080 1.961341
C -0.861710 -4.231671 1.053216
C -0.803055 -2.623179 -1.124443
C -2.855276 0.594191 -3.398015
C 3.383199 -1.095208 2.748286
C -0.126551 -3.063492 1.013048
C 1.410205 3.340422 -2.909061
C 3.285182 -2.265840 2.001015
H -0.749747 -1.970510 -1.986617
H -4.900705 -1.999363 3.479963
H -1.649094 3.736550 -3.777892
H 5.020378 2.055628 0.745674
H -5.739160 -0.961900 1.397805
H -2.453677 -6.341585 -1.017024
H -4.246974 0.408542 0.005041
H 4.465131 -4.345867 0.258528
H -3.503910 -5.585600 0.177997
H 4.882193 -1.302852 -0.821877
H 0.449971 -2.744361 1.878257
H 1.444353 4.558970 -4.665596
H -1.065517 3.386104 -1.418633
H -0.851425 -4.843097 1.949292
H 4.117762 0.922371 2.752438
H -2.131514 -6.557749 0.713188
H 6.419310 0.992165 0.610522
H -3.352466 -0.190704 -3.956407
H -1.025705 -0.334025 2.746808
H 2.726641 -4.122905 0.086085
H 2.813729 -3.141519 2.442628
H -2.130654 -4.010336 -2.061995
H -2.795878 -0.542948 -1.586689
H 1.608074 0.328661 -5.309350
H 3.518888 -1.530221 4.845499
H -2.779655 1.945566 -5.063894
H 1.870554 -1.526046 4.236842
H -2.546626 -1.661322 4.167634
H 5.305588 1.142641 -0.745611
H 2.726641 0.001752 4.488259
H 3.832327 -3.476911 -1.137797

Atomic forces in eV per Å
Pb 0.012 0.254 0.122
Br 0.037 -0.048 0.019
Cl -0.009 -0.060 -0.271
Cl 0.005 -0.003 0.054
Cl 0.049 -0.004 -0.042
P -0.352 0.021 0.273
F 0.000 -0.085 -0.107
F -0.018 0.180 0.094
F 0.003 -0.002 0.013
F -0.114 0.053 -0.010
O 0.187 -0.339 0.033
N -0.187 -0.090 -0.294
C -0.060 0.032 0.050
C -0.060 -0.051 -0.010
C 0.015 0.062 0.038
C -0.056 -0.076 0.014
C 0.087 -0.133 -0.090
C 0.046 -0.011 -0.081
C 0.065 0.040 -0.008
C 0.135 -0.106 -0.079
C 0.045 0.054 0.135
C 0.024 -0.099 -0.046
C 0.028 0.007 0.001
C 0.073 0.070 0.084
C -0.050 0.032 -0.047
C 0.100 0.056 -0.030
C 0.027 0.076 -0.036
C 0.001 0.032 -0.023
C 0.016 -0.025 0.000
C -0.090 0.116 0.019
C -0.094 -0.042 0.022
C 0.066 -0.013 -0.071
C -0.029 0.011 -0.016
C -0.023 0.093 0.020
C 0.038 0.010 0.009
C -0.057 0.082 0.038
C -0.010 -0.131 -0.013
C -0.061 0.027 0.039
C 0.008 0.044 0.046
C 0.110 0.091 -0.055
C 0.237 -0.005 0.067
C -0.059 -0.022 -0.060
C 0.004 -0.005 -0.007
C -0.015 -0.121 -0.114
C -0.049 -0.094 0.082
C 0.102 -0.005 0.139
C 0.004 -0.012 0.027
C -0.086 0.050 0.043
C 0.026 0.208 0.042
C 0.012 -0.023 -0.014
C -0.074 -0.099 -0.011
H -0.008 0.031 0.006
H 0.020 0.027 -0.023
H -0.022 -0.059 0.039
H -0.002 -0.064 -0.021
H 0.059 -0.002 0.004
H 0.007 0.019 0.024
H 0.032 -0.053 0.008
H -0.027 0.019 -0.016
H 0.070 -0.011 -0.015
H -0.088 0.001 0.048
H -0.004 -0.047 -0.067
H 0.002 -0.047 0.037
H -0.079 -0.040 -0.017
H 0.005 0.056 -0.072
H 0.007 -0.064 -0.040
H -0.008 0.045 -0.044
H -0.037 0.012 -0.013
H 0.031 0.036 0.043
H -0.081 -0.046 -0.026
H 0.029 0.024 -0.001
H 0.022 0.075 -0.036
H 0.068 0.025 0.091
H 0.013 -0.016 0.006
H -0.001 0.043 0.068
H -0.006 0.011 0.000
H 0.000 0.006 0.046
H 0.022 0.003 -0.026
H -0.013 0.020 -0.054
H -0.013 -0.004 0.040
H -0.002 -0.004 -0.004
H -0.002 0.008 0.027



2.
Computed, not measured: C28H18F15GeNO8P2ReS as an isolated structure, with ωB97M-V with the def2-TZVPD basis set.

- Frontier orbital gap (spin up / spin down): 6.08 / 6.52 eV
- 2S+1: 2
- Charge: +2
- HOMO level (spin up / spin down): -14.144 / -14.142 eV
- Lowest unoccupied orbital energy (spin up / spin down): -8.065 / -7.626 eV
- ⟨S²⟩: 0.773

Cartesian coordinates (Å):
Re -0.008721 0.085339 1.325185
Ge 0.260793 0.844300 -2.360745
S 0.513774 1.615531 -0.207037
P -3.154308 0.666328 2.228479
P -1.920176 -1.845701 3.310317
F 0.866262 3.767511 -2.820592
F 3.024211 -0.401988 -3.218207
F 5.228516 3.517385 -4.487700
F 0.324438 -3.469448 -5.213319
F -5.142289 2.211855 -4.655284
F -0.309513 -4.177699 -0.608538
F -0.064348 -1.598244 -0.129027
F -2.453401 -0.146402 -1.646108
F 0.533172 -0.817915 -4.770353
F -2.949753 3.362156 -5.735200
F -0.515224 2.794505 -4.775419
F -0.106517 -5.158426 -3.139680
F 5.212444 0.830922 -4.173385
F -4.899081 0.441603 -2.612905
F 3.061211 4.991131 -3.813772
O -2.432777 1.395743 3.500501
O -4.382497 1.323108 1.805759
O 0.049986 1.578898 2.714136
O -4.205772 -1.032702 4.016706
O -1.548910 -1.312831 4.738218
O -0.727126 -1.558494 2.410243
O -2.233088 -3.373627 3.380675
O -1.977701 0.492227 1.248930
N 1.961837 -0.645220 1.716597
C -3.952441 1.941341 -4.163789
C -2.825097 2.534166 -4.713758
C 1.697252 -0.350341 4.167351
C 4.147663 2.921192 -4.031941
C 1.855423 1.650332 -3.071527
C 0.339152 -1.639693 -3.738735
C 1.254561 2.041318 3.401508
C 1.649985 1.136393 4.541861
C 1.913739 3.029809 -3.204636
C 2.726027 -0.982398 0.650570
C 3.860867 -1.010072 3.107550
C 4.136577 1.542334 -3.873767
C -3.460918 -1.055025 2.800968
C 3.033721 3.676075 -3.690611
C -3.829188 1.041999 -3.113507
C 2.523591 -0.676297 2.954244
C 2.996522 0.931048 -3.389271
C 0.226801 -2.997165 -3.988270
C -4.138755 -1.826311 1.669089
C 4.052345 -1.317535 0.752695
C 0.004124 -3.865100 -2.927559
C -1.575923 2.239434 -4.194184
C 0.246519 -1.100769 -2.463637
C 4.638681 -1.326242 2.010236
C -1.423404 1.373549 -3.119324
C -0.099990 -3.366212 -1.637414
C -2.570567 0.774194 -2.621414
C 0.021671 -2.005541 -1.457888
H -5.150536 -1.057063 3.813732
H -1.507031 -4.007738 3.290222
H -3.051028 1.956920 3.992430
H 4.279388 -1.027862 4.104663
H 2.105578 -0.909173 5.009327
H 4.609269 -1.565268 -0.139337
H 2.009940 2.081560 2.618198
H 5.682076 -1.584735 2.132054
H 0.950212 1.252194 5.371857
H -0.796856 1.689704 3.210885
H 0.686027 -0.717227 4.037600
H -5.013715 -1.266559 1.335930
H -2.264609 -1.374888 5.393315
H 1.052564 3.057681 3.734468
H -3.471117 -1.935258 0.813029
H 2.622481 1.481967 4.900205
H 2.242471 -0.953585 -0.314975
H -4.439495 -2.814970 2.013057

Atomic forces in eV per Å
Re 0.178 0.783 -0.817
Ge 0.112 -0.009 -0.143
S -0.192 -0.297 0.445
P 0.051 0.129 -0.201
P 0.208 -0.125 -0.090
F 0.042 -0.033 0.077
F -0.024 0.016 0.022
F -0.002 -0.001 0.003
F 0.001 0.010 -0.006
F 0.016 0.001 0.003
F 0.004 0.017 0.016
F -0.290 -0.072 -0.099
F 0.019 0.066 0.208
F 0.004 0.043 0.016
F 0.010 0.006 0.000
F -0.041 -0.060 -0.030
F 0.002 0.008 0.000
F -0.003 -0.016 0.003
F 0.017 0.011 0.001
F -0.009 0.005 0.005
O -0.129 0.007 0.089
O 0.048 -0.039 0.052
O 0.184 -0.360 0.183
O -0.018 -0.029 -0.024
O 0.002 -0.084 0.061
O 0.023 0.071 0.323
O 0.039 0.036 -0.129
O -0.131 -0.237 -0.145
N 0.037 -0.114 0.254
C -0.054 0.005 -0.028
C 0.012 0.006 -0.017
C 0.008 0.011 -0.017
C 0.035 0.017 -0.022
C 0.081 -0.028 -0.014
C -0.032 -0.059 -0.008
C -0.060 0.123 -0.167
C -0.013 -0.039 0.026
C 0.037 0.071 0.024
C -0.115 0.011 0.047
C -0.018 -0.027 0.017
C -0.008 0.003 0.001
C -0.062 -0.004 0.072
C -0.011 -0.001 0.007
C 0.003 -0.012 0.006
C 0.012 0.057 -0.107
C 0.045 -0.013 -0.084
C -0.002 0.000 -0.011
C -0.034 -0.010 0.010
C 0.031 -0.010 -0.030
C -0.012 -0.055 0.001
C -0.038 0.068 -0.004
C 0.089 -0.087 0.105
C 0.030 -0.006 -0.007
C -0.047 0.095 0.030
C -0.004 0.009 -0.058
C -0.062 -0.068 -0.047
C 0.099 -0.010 0.078
H -0.019 0.022 0.017
H -0.018 0.002 0.062
H 0.004 -0.006 0.016
H 0.002 -0.001 -0.003
H 0.016 0.036 0.010
H 0.005 -0.001 -0.002
H 0.020 0.000 0.011
H 0.000 0.001 0.001
H 0.025 0.010 0.016
H -0.098 0.148 0.031
H -0.044 -0.035 -0.028
H -0.006 -0.007 0.013
H -0.012 0.058 -0.024
H 0.003 -0.001 0.009
H 0.003 0.012 -0.004
H 0.006 -0.012 -0.004
H 0.029 -0.010 -0.008
H 0.012 0.002 0.004



3.
Computed, not measured: a 2-piece molecular cluster, C6H11F overall, with ωB97M-V with the def2-TZVPD basis set.

- Frontier orbital gap: 9.77 eV
- SMILES: C=CC(=C)CC.F
- HOMO level: -9.383 eV
- Lowest unoccupied orbital energy: 0.385 eV

Cartesian coordinates (Å):
F -1.625624 1.980982 0.139394
C -0.679929 -1.038079 -0.243700
C -1.957463 -0.996917 -0.795221
C 0.435211 0.506994 -1.813407
C 1.381135 0.016200 0.423651
C 0.959271 0.138822 1.916064
C 0.325165 -0.089882 -0.667114
H 2.098835 -0.808302 0.260062
H -2.575915 -1.881836 -0.554765
H -0.308232 0.213592 -2.573529
H 0.054637 0.724045 1.885031
H 0.663373 -0.807399 2.328286
H -2.334011 -0.080232 -1.331735
H -0.464922 -1.780262 0.428654
H 2.128658 0.853503 0.280600
H -0.983999 1.216496 -0.167852
H 1.202155 1.188631 -2.079353
H 1.681655 0.643644 2.564935

Atomic forces in eV per Å
F 2.279 -2.697 -1.023
C -4.511 1.537 -4.051
C 1.980 -0.181 1.500
C -1.586 -0.174 -2.405
C 2.926 1.180 0.347
C -0.557 0.023 -1.261
C 1.772 -0.635 3.981
H -0.562 -0.269 0.275
H -0.152 1.026 -0.296
H 0.525 0.454 0.142
H -0.377 0.503 0.435
H 0.086 -0.532 0.370
H 0.359 -1.467 0.365
H 0.795 -1.774 1.411
H -1.169 -0.347 -0.404
H -2.349 3.076 0.985
H 0.537 0.534 -0.013
H 0.004 -0.258 -0.358



4.
Computed, not measured: a 2-piece molecular cluster, C4H8N2O overall, with ωB97M-V with the def2-TZVPD basis set.

- Frontier orbital gap (spin up / spin down): 7.88 / 7.89 eV
- HOMO level (spin up / spin down): -7.760 / -7.762 eV
- Lowest unoccupied orbital energy (spin up / spin down): 0.123 / 0.124 eV

Cartesian coordinates (Å):
O 2.335884 1.414802 0.038149
N -1.458392 -0.104219 0.514374
N -0.563606 -2.185999 0.864304
C -0.811675 1.079203 -1.269652
C 1.137551 0.794017 -0.023938
C 0.946945 -0.308470 0.748383
C -0.378042 -0.846281 0.760539
H -1.336309 0.808625 0.937393
H 1.778678 -0.865030 1.173472
H -1.881778 0.943735 -1.327039
H -0.322277 0.463374 -2.009577
H 0.199576 -2.825366 0.721815
H -0.535349 2.122029 -1.269010
H 2.396099 2.043322 -0.691029
H -1.507304 -2.533743 0.831814

Atomic forces in eV per Å
O -0.546 0.239 -0.341
N 0.552 -0.857 1.004
N 0.164 -0.096 0.067
C 1.163 0.541 -0.331
C -0.872 -1.029 0.340
C 0.265 0.443 -0.180
C -1.145 0.343 -0.638
H 0.126 0.057 -0.228
H -0.016 0.145 0.068
H -0.020 -0.120 0.647
H 0.193 0.183 -0.051
H -0.068 0.063 -0.014
H 0.065 0.059 -0.355
H 0.063 -0.031 0.022
H 0.077 0.059 -0.009



| no. | E (eV) |
| --- | --- |
| 1 | -177496.2923 |
| 2 | -176008.5585 |
| 3 | -9115.7685 |
| 4 | -9300.3754 |